# 1
Formula: C23H26BN4O2PtSi2
Source: OMol25
Level of theory: ωB97M-V/def2-TZVPD

Structure (XYZ):
```
59
Properties=species:S:1:pos:R:3:forces:R:3
Pt 0.0589 0.0605 0.1204 0.4 0.5 -0.6
C 3.2528 -0.8318 -1.5270 -0.4 0.3 0.7
Si 2.3951 0.1487 -0.0868 -0.5 0.6 -0.2
C 3.2164 -0.4440 1.5581 -0.3 0.2 -0.8
C 2.9484 1.9655 -0.3738 -0.2 -0.6 0.2
C 4.2708 2.3292 -0.5830 0.2 0.0 0.0
C 4.6243 3.6486 -0.8027 0.2 0.0 0.0
C 3.6465 4.6274 -0.8026 0.0 0.2 0.0
C 2.3263 4.2761 -0.5830 0.0 0.2 0.0
C 1.9604 2.9541 -0.3739 -0.6 -0.2 0.2
Si 0.1435 2.3983 -0.0856 0.6 -0.5 -0.1
C -0.4507 3.2163 1.5601 0.2 -0.3 -0.8
C -0.8457 3.2520 -1.5216 0.4 -0.4 0.7
H 4.3267 -0.6791 -1.4805 0.3 0.0 0.0
H 2.9074 -0.4905 -2.4974 -0.2 0.1 -0.1
H 3.0711 -1.8989 -1.4673 0.0 -0.3 0.0
H 4.2998 -0.3808 1.5160 0.3 0.0 0.0
H 2.9418 -1.4708 1.7796 -0.1 -0.3 0.1
H 2.8644 0.1672 2.3836 -0.1 0.1 0.1
H 5.0391 1.5681 -0.5730 0.2 -0.1 0.0
H 5.6587 3.9159 -0.9743 0.1 0.0 0.0
H 3.9159 5.6611 -0.9745 0.0 0.1 0.0
H 1.5670 5.0461 -0.5733 -0.1 0.2 0.0
H -0.3880 4.2996 1.5208 0.0 0.3 0.0
H 0.1587 2.8633 2.3861 0.1 -0.1 0.1
H -1.4777 2.9412 1.7791 -0.3 -0.1 0.1
H -0.6975 4.3265 -1.4781 0.0 0.3 0.0
H -1.9114 3.0652 -1.4547 -0.3 0.0 0.0
H -0.5085 2.9075 -2.4934 0.1 -0.2 -0.1
O -4.9611 -5.7797 -0.1681 1.3 0.2 0.2
N -3.7438 -5.5908 0.0068 -1.5 -3.3 0.1
O -2.9692 -6.5369 0.2316 -0.9 1.2 -0.2
C -3.2744 -4.2818 -0.0441 -0.6 3.5 -0.1
C -4.2422 -3.2697 -0.0711 0.7 -2.4 0.1
C -3.9038 -1.9247 -0.0569 0.9 1.8 0.0
C -4.8724 -0.8854 -0.0137 0.4 -0.7 0.0
C -4.4574 0.4120 0.0829 0.1 0.1 0.0
C -3.0849 0.6909 0.0866 -0.2 -0.5 0.0
N -2.1598 -0.2521 0.0055 0.5 0.7 -0.1
C -2.5302 -1.5364 -0.0413 -1.0 -0.8 0.1
C -1.5175 -2.5606 -0.0336 -0.3 -0.5 0.0
N -0.2349 -2.1607 0.0106 0.4 0.2 -0.1
C 0.7296 -3.0681 0.0829 -0.2 0.5 0.0
C 0.4783 -4.4267 0.0501 -0.5 -0.3 0.0
C -0.8275 -4.8694 -0.0283 0.4 0.0 0.1
C -1.8809 -3.9367 -0.0344 0.6 0.0 0.0
H -5.2815 -3.5601 -0.0566 0.0 0.0 0.0
H -5.9180 -1.1547 -0.0386 -0.1 0.0 0.0
H -5.1604 1.2272 0.1532 -0.1 0.0 0.0
H -2.7385 1.7076 0.1467 0.2 0.2 0.0
H 1.7361 -2.6892 0.1559 0.1 0.1 0.0
H 1.3026 -5.1246 0.0877 0.0 0.0 0.0
H -1.0478 -5.9224 -0.0551 0.1 0.1 0.0
B -0.0214 -0.0191 5.0298 0.1 0.1 0.2
C -0.0689 -0.0668 3.4866 -0.2 -0.2 -0.9
N -0.1043 -0.0972 2.3312 -0.2 -0.2 0.9
H -0.7856 -0.8249 5.4865 -0.2 -0.2 0.1
H -0.3369 1.1094 5.3087 0.0 0.2 0.3
H 1.1227 -0.2773 5.3041 0.2 0.0 0.3
```
Forces are in eV/Å.

Results
highest occupied orbital energy (alpha / beta): -3.78 / -3.78 eV
LUMO energy (alpha / beta): 0.134 / 0.134 eV
net charge: -1

# 2
Formula: C3H12NS2
Source: OMol25
Level of theory: ωB97M-V/def2-TZVPD

Structure (XYZ):
```
18
Properties=species:S:1:pos:R:3:forces:R:3
S 3.7330 1.2529 1.5862 -0.3 -0.2 0.1
S 1.9588 0.4352 2.2962 0.3 0.3 0.0
H 3.2416 1.9092 0.5224 0.0 0.0 0.0
H 1.5517 1.4996 3.0083 0.0 -0.1 0.1
C 0.0474 0.8213 -0.8258 -0.2 0.0 -0.2
C -1.1027 -0.1396 -0.6156 0.0 -0.3 -0.1
C -1.0936 -1.3389 -1.5460 0.2 0.0 0.2
N -1.0182 -0.6697 0.8136 -0.3 -0.2 0.1
H -0.0075 1.6600 -0.1338 0.2 0.0 0.1
H 1.0007 0.3038 -0.7313 0.1 0.1 0.1
H -0.0099 1.2296 -1.8326 0.0 0.0 -0.1
H -2.0719 0.3573 -0.6633 0.1 0.1 0.0
H -0.1633 -1.9019 -1.4444 0.0 0.0 0.0
H -1.1571 -1.0090 -2.5778 -0.1 0.0 -0.1
H -1.9225 -2.0113 -1.3307 -0.1 0.0 -0.1
H -0.9941 0.0972 1.4876 0.1 0.0 0.0
H -1.8212 -1.2658 1.0422 0.1 0.1 -0.1
H -0.1712 -1.2299 0.9447 0.1 0.2 0.0
```
Forces are in eV/Å.

Results
highest occupied orbital energy: -12.93 eV
LUMO energy: -3.607 eV
net charge: +1
relative energy (zero: lowest compared OMol25 entry of this formula, charge and spin): 2.9 kcal/mol

# 3
Formula: C18H27NO2
Source: OMol25
Level of theory: ωB97M-V/def2-TZVPD

Structure (XYZ):
```
48
Properties=species:S:1:pos:R:3:forces:R:3
C 3.5473 -1.2785 1.6876 -0.2 0.1 0.2
C 2.5199 -1.6797 2.7380 0.1 -0.2 -0.1
H 1.8116 -0.8616 2.8855 0.0 0.0 0.1
H 3.0267 -1.8594 3.6886 0.0 0.1 0.1
C 1.7468 -2.9445 2.3393 0.0 0.3 0.1
C 0.8858 -2.7027 1.1333 0.0 -0.2 0.1
C -0.3177 -2.0221 1.2535 0.1 -0.1 -0.1
C -1.1050 -1.7375 0.1521 -0.3 0.0 -0.2
C -0.6928 -2.1331 -1.1166 0.3 -0.2 0.1
C 0.5066 -2.8344 -1.2435 -0.3 0.2 -0.2
C 1.2799 -3.1120 -0.1351 -0.1 0.1 0.1
H 2.2067 -3.6532 -0.2585 0.1 -0.1 0.0
H 0.8111 -3.1523 -2.2285 0.0 0.0 -0.1
O -1.3749 -1.9247 -2.2844 0.3 -0.2 0.1
C -2.3912 -0.9472 -2.3497 -0.2 0.6 -0.1
C -1.8172 0.4685 -2.5302 -0.3 -0.4 0.0
N -1.0034 0.8848 -1.4137 0.2 -0.1 -0.2
C -1.5061 1.6313 -0.4021 0.5 -0.2 0.1
O -2.6276 2.0965 -0.4486 -0.4 0.1 0.0
C -0.6039 1.8426 0.8140 -0.1 0.1 0.3
C 0.8765 1.4963 0.6478 -0.1 0.0 -0.3
C 1.5764 2.4499 -0.3178 0.2 0.1 0.2
C 1.4250 3.8890 0.1665 -0.1 0.0 -0.3
C -0.0514 4.2445 0.3103 0.2 0.0 0.3
C -0.7445 3.2961 1.2838 -0.2 0.0 -0.2
H -1.8045 3.5442 1.3492 0.1 0.0 0.1
H -0.3021 3.4005 2.2770 0.0 0.0 0.1
H -0.5408 4.1762 -0.6635 0.0 0.1 -0.1
H -0.1539 5.2720 0.6649 -0.1 0.0 -0.1
H 1.9068 4.5706 -0.5375 0.1 0.0 0.1
H 1.9212 4.0013 1.1338 0.1 0.0 0.0
H 1.1413 2.3645 -1.3154 0.1 0.0 -0.1
H 2.6347 2.1877 -0.3884 0.0 0.0 -0.1
H 1.0084 0.4554 0.3402 0.0 -0.1 0.1
H 1.3494 1.5924 1.6292 0.0 -0.1 0.0
H -1.0289 1.1892 1.5880 0.0 0.0 -0.1
H -0.1215 0.4142 -1.2980 0.0 0.1 0.1
H -1.2111 0.4978 -3.4398 -0.1 0.0 0.0
H -2.6447 1.1769 -2.6117 0.1 -0.1 -0.1
H -3.0464 -0.9794 -1.4745 0.0 0.0 -0.1
H -2.9785 -1.2075 -3.2341 0.0 0.0 0.1
H -2.0306 -1.2030 0.2996 -0.1 0.0 0.0
H -0.6535 -1.7056 2.2308 0.0 0.0 0.1
H 1.1183 -3.2510 3.1787 0.0 -0.1 0.0
H 2.4565 -3.7479 2.1338 0.0 -0.1 0.0
H 3.0655 -1.1012 0.7287 0.0 0.0 -0.1
H 4.2872 -2.0656 1.5584 0.1 -0.1 -0.1
H 4.0634 -0.3692 1.9869 0.1 0.1 0.0
```
Forces are in eV/Å.

Results
highest occupied orbital energy: -8.34 eV
LUMO energy: 0.824 eV
net charge: 0
structure (SMILES): CCCc1ccc(OCCNC(=O)C2CCCCC2)cc1
relative energy (zero: lowest compared OMol25 entry of this formula, charge and spin): 4.4 kcal/mol

# 4
Formula: C3H9N2O
Source: OMol25
Level of theory: ωB97M-V/def2-TZVPD

Structure (XYZ):
```
15
Properties=species:S:1:pos:R:3:forces:R:3
C -1.0218 -0.2203 -0.8300 -0.6 -0.4 2.1
C -0.3992 -1.7504 0.8751 0.3 1.3 -2.2
C 2.0947 0.6608 -0.9307 -0.1 0.1 0.7
N -0.0072 -1.1548 -0.4350 -0.1 -0.5 0.0
N 1.8308 -0.4173 0.0689 0.0 -1.1 0.9
O 1.8595 -0.0499 1.3128 -0.2 0.5 -1.9
H -0.9278 0.7075 -0.2344 -0.2 0.3 -0.1
H -1.1637 0.0215 -1.8538 0.6 0.2 -1.3
H -1.9861 -0.6792 -0.5296 -0.1 0.4 -0.1
H 0.5670 -1.7588 1.2910 0.9 -0.8 1.7
H -1.0707 -1.1218 1.4463 -0.1 0.7 0.5
H -0.9241 -2.6946 0.8235 0.2 -0.7 -0.4
H 3.1382 0.4902 -1.2572 -0.5 -0.2 -0.2
H 1.3668 0.6369 -1.7647 0.5 0.0 0.4
H 2.1487 1.6371 -0.4302 -0.5 0.1 0.0
```
Forces are in eV/Å.

Results
highest occupied orbital energy: -1.91 eV
LUMO energy: 4.498 eV
net charge: -1
relative energy (zero: lowest compared OMol25 entry of this formula, charge and spin): 106.6 kcal/mol

# 5
Formula: C9H15FeO9
Source: OMol25
Level of theory: ωB97M-V/def2-TZVPD

Structure (XYZ):
```
34
Properties=species:S:1:pos:R:3:forces:R:3
Fe 0.2204 -1.0628 -0.3216 0.1 0.0 0.0
C 3.6976 -0.5835 1.6427 -0.4 -0.3 0.4
C 2.4093 -0.7086 0.8861 -0.2 0.1 -0.8
O 2.2634 -0.1711 -0.2481 -0.1 0.0 0.1
O 1.4404 -1.3857 1.3429 -0.1 -0.1 0.2
H 3.9132 0.4549 1.8845 0.0 0.1 -0.2
H 4.4991 -1.0027 1.0407 0.1 0.1 0.0
H 3.5964 -1.1403 2.5738 0.2 0.0 -0.1
C -0.2640 -1.0107 -4.2518 -0.2 -0.5 -1.0
C -0.0752 -1.0353 -2.7896 0.3 0.1 1.6
O 0.8899 -1.6658 -2.2727 -0.1 -0.2 -0.2
O -0.8164 -0.3930 -1.9688 -0.3 0.0 -0.5
H 0.3904 -0.2446 -4.6680 0.0 0.0 0.0
H -1.2747 -0.8398 -4.6165 -0.1 0.3 0.5
H 0.0178 -1.9813 -4.6653 0.3 0.1 0.1
C -2.4208 -3.5838 1.2048 -0.2 -0.5 -0.4
C -1.4710 -2.6036 0.6071 0.9 0.9 0.5
O -1.5359 -1.3600 0.8512 -0.2 -0.6 -0.2
O -0.4919 -2.9841 -0.1166 -0.3 -0.2 -0.2
H -3.4511 -3.2764 1.0341 0.0 0.1 -0.1
H -2.3062 -3.6962 2.2807 0.3 0.3 0.0
H -2.2287 -4.5515 0.7398 -0.2 0.0 0.1
C 1.3618 3.0709 0.4542 0.5 -0.2 -0.5
O -0.0205 3.1025 0.8168 0.0 0.1 0.1
C -0.7058 1.9830 0.6500 -0.3 -0.1 0.0
O -0.2330 0.9159 0.3388 0.3 0.5 0.1
O -1.9995 2.1293 0.8528 -0.1 0.0 0.2
C -2.5137 3.3869 1.3377 -0.2 -0.3 -0.2
H 1.8228 2.1158 0.6840 -0.1 0.0 0.2
H 1.8471 3.8950 0.9638 -0.1 0.0 0.1
H 1.4671 3.1991 -0.6261 -0.2 0.1 0.1
H -3.5927 3.2614 1.3643 0.0 -0.1 0.0
H -2.2781 4.1917 0.6473 0.2 0.1 0.1
H -2.1577 3.5745 2.3469 0.2 0.1 -0.1
```
Forces are in eV/Å.

Results
multiplicity: 6
highest occupied orbital energy (alpha / beta): -9.78 / -10.00 eV
LUMO energy (alpha / beta): 0.624 / -0.589 eV
⟨S²⟩: 8.756
net charge: 0
relative energy (zero: lowest compared OMol25 entry of this formula, charge and spin): 3.2 kcal/mol

# 6
Formula: C2H29CdO13
Source: OMol25
Level of theory: ωB97M-V/def2-TZVPD

Structure (XYZ):
```
45
Properties=species:S:1:pos:R:3:forces:R:3
Cd 2.1416 -0.3617 -1.1030 -2.2 -0.8 2.0
C -0.7120 0.7037 1.0241 -0.9 2.4 2.1
C -0.3222 -0.6902 1.2827 2.3 0.6 -3.0
O 0.2529 -0.9951 -0.0190 -0.3 -0.8 0.1
H 0.1929 1.2754 0.7720 -0.5 0.1 0.2
H -1.2210 1.1874 1.9021 0.4 -0.1 -0.6
H -1.4344 0.7516 0.1990 0.1 -0.2 0.1
H -1.2590 -1.2172 1.4537 0.7 -0.8 0.7
H 0.5845 -0.8314 1.9308 -1.8 -0.2 0.8
O -3.5190 -1.6592 0.2629 0.6 -1.6 1.2
H -2.7978 -1.7706 0.9235 -1.1 0.4 -0.6
H -3.5768 -0.7586 -0.0211 0.1 1.1 -0.2
O -1.8106 -2.3663 -1.7471 -1.5 -0.9 -0.1
H -2.4387 -2.1629 -1.0104 0.2 -0.2 -0.8
H -1.1043 -1.7693 -1.6197 1.5 1.0 0.6
O 0.1070 4.1913 0.4972 0.0 0.7 0.3
H -0.6917 3.9191 0.0425 -0.5 -0.2 -0.3
H -0.0929 5.0778 0.8519 0.2 -0.5 -0.2
O -1.9726 3.1139 -1.4857 0.1 0.3 0.8
H -1.6999 2.5683 -2.2015 0.8 -0.5 -1.1
H -2.8132 3.4381 -1.7984 -0.6 0.4 0.2
O 1.0068 -1.4845 -2.7471 -0.2 2.7 -0.6
H 0.4739 -1.3182 -3.5397 0.2 0.0 0.3
H 1.2065 -2.3810 -2.7269 0.3 -2.9 0.2
O 2.0608 2.8962 1.7863 -1.9 0.0 -0.7
H 2.5869 3.6740 1.9240 0.6 0.5 0.1
H 1.2020 3.2315 1.3679 1.1 -0.1 0.7
O -3.5218 0.5221 -1.4375 -0.4 0.2 -0.2
H -2.6978 0.9332 -1.7087 -0.2 -0.1 0.0
H -4.2130 0.8854 -2.0123 0.2 -0.2 0.2
O 0.5934 1.3488 -1.6447 2.0 0.8 -1.2
H -0.2239 1.2395 -1.1660 -0.2 -0.3 1.0
H 1.1230 2.0865 -1.2758 -1.1 -0.1 -0.1
O -0.0586 -3.5404 0.8006 1.3 -0.7 1.4
H -0.8050 -3.9722 0.4385 -1.1 -0.5 -0.7
H -0.0769 -2.6160 0.5601 0.1 0.5 -1.0
O 2.6600 0.5299 1.0704 -0.2 0.2 -0.8
H 2.3345 1.4596 1.2421 1.1 0.3 0.0
H 1.9401 0.0877 1.5295 0.0 -1.0 0.1
O 2.5588 -2.5224 -0.3407 2.0 -0.1 -1.1
H 2.5809 -2.8630 0.5863 -0.4 0.5 -0.1
H 3.4749 -2.6839 -0.6815 -1.0 -0.3 0.6
O 2.9892 -2.3493 2.3649 0.9 0.8 -0.5
H 3.8466 -1.8855 2.3739 -0.5 0.2 -0.4
H 3.1460 -2.9220 3.0999 -0.5 -1.0 0.9
```
Forces are in eV/Å.

Results
highest occupied orbital energy: -11.35 eV
LUMO energy: -4.816 eV
net charge: +1
relative energy (zero: lowest compared OMol25 entry of this formula, charge and spin): 22.0 kcal/mol

# 7
Formula: C4H6N2O
Source: OMol25
Level of theory: ωB97M-V/def2-TZVPD

Structure (XYZ):
```
13
Properties=species:S:1:pos:R:3:forces:R:3
N 0.4621 -1.8745 1.0700 0.1 0.4 -0.1
C 1.2694 -0.9575 0.7623 -0.1 -0.2 0.2
O 1.3633 -0.4115 -0.4756 0.1 0.1 0.1
C 0.1498 -0.0330 -1.1127 -0.2 0.0 -0.1
C -0.4793 1.1394 -0.3180 0.0 0.1 0.0
C -1.9169 1.0268 -0.0729 -1.0 0.0 0.2
N -3.0508 0.9695 0.1454 1.1 0.0 -0.3
H 0.5873 -2.1170 2.0527 -0.1 0.0 -0.2
H 1.9781 -0.4718 1.4388 0.2 -0.3 0.0
H -0.5384 -0.8754 -1.2236 0.1 0.1 0.2
H 0.4566 0.3081 -2.1037 -0.1 -0.1 0.1
H 0.0123 1.2040 0.6574 -0.1 0.0 -0.1
H -0.2932 2.0929 -0.8199 0.0 -0.1 0.0
```
Forces are in eV/Å.

Results
highest occupied orbital energy: -10.70 eV
LUMO energy: 0.663 eV
net charge: 0
structure (SMILES): [H]/N=C/OCCC#N
relative energy (zero: lowest compared OMol25 entry of this formula, charge and spin): 40.4 kcal/mol

For the records above, the corresponding calculated total energy values read -1984.764123; -972.385110; -907.354262; -304.296118; -2292.924807; -1239.162386; -340.730570 hartree.